[1]
ORCA calculation (ωB97M-V/def2-TZVPD) on a single C2H6N2OS molecule.

Computed properties:
Charge   0
Structure (SMILES)   C/C(=N\S)NO
HOMO   -8.47 eV
Energy above the lowest of the compared OMol25 structures with the same formula, charge and spin   274.43 kJ/mol
HOMO-LUMO gap   9.323 eV

The geometry in XYZ format:
```
12
C2H6N2OS ωB97M-V/def2-TZVPD
C 1.014 -0.641 0.937
C 0.088 -0.111 -0.125
N -1.158 0.162 -0.098
S -2.098 -0.245 1.311
N 0.767 0.208 -1.327
O -0.039 0.732 -2.366
H 2.030 -0.881 0.507
H 0.601 -1.582 1.315
H 0.989 0.009 1.842
H -2.886 0.785 1.111
H 1.605 0.781 -1.192
H -0.913 0.782 -1.916
```

---

[2]
ORCA calculation (ωB97M-V/def2-TZVPD) on a single C2H6N2OS molecule.

Computed properties:
Charge   0
Structure (SMILES)   CONC(N)=S
HOMO   -8.65 eV
Energy above the lowest of the compared OMol25 structures with the same formula, charge and spin   454.21 kJ/mol
HOMO-LUMO gap   9.119 eV

The geometry in XYZ format:
```
12
C2H6N2OS ωB97M-V/def2-TZVPD
C -2.498 0.070 0.602
O -1.827 -0.550 -0.674
N -0.447 -0.750 -0.035
C 0.612 0.245 -0.051
N 0.138 1.553 -0.102
S 2.240 -0.349 0.130
H -2.018 1.287 0.846
H -3.511 -0.044 0.038
H -2.344 -0.683 1.517
H -0.276 -1.760 -0.283
H -0.582 1.580 -0.735
H 0.978 2.102 -0.418
```

---

[3]
ORCA calculation (ωB97M-V/def2-TZVPD) on a single C2H6N2OS molecule.

Computed properties:
Charge   0
Structure (SMILES)   CNC(=S)NO
HOMO   -8.89 eV
Energy above the lowest of the compared OMol25 structures with the same formula, charge and spin   218.82 kJ/mol
HOMO-LUMO gap   9.647 eV

The geometry in XYZ format:
```
12
C2H6N2OS ωB97M-V/def2-TZVPD
C -0.966 -0.903 -2.005
N -1.064 0.148 -1.043
C -0.163 0.159 -0.013
S 1.005 -0.913 0.257
N -0.333 1.140 0.880
O 0.612 1.338 1.823
H -1.320 -1.837 -1.590
H 0.034 -1.067 -2.403
H -1.596 -0.685 -2.912
H -2.016 0.265 -0.745
H -0.829 1.960 0.653
H 1.319 0.722 1.538
```

---

[4]
ORCA calculation (ωB97M-V/def2-TZVPD) on 2 unconnected molecules or ions with the total composition C2H6N2OS.

Computed properties:
Charge   0
Structure (SMILES)   O/N=N\S.C=C
HOMO   -9.37 eV
Energy above the lowest of the compared OMol25 structures with the same formula, charge and spin   428.00 kJ/mol
HOMO-LUMO gap   10.149 eV

The geometry in XYZ format:
```
12
C2H6N2OS ωB97M-V/def2-TZVPD
O 0.928 -1.860 -2.408
N -0.219 -1.429 -1.743
N -0.373 -0.249 -1.571
S 0.659 0.951 -2.110
H 0.901 -2.827 -2.404
H -0.091 1.910 -1.560
C 0.196 0.916 1.276
C -0.396 -0.204 0.909
H 1.233 0.940 1.570
H -0.320 1.863 1.271
H -1.440 -0.236 0.636
H 0.114 -1.152 0.929
```

---

[5]
ORCA calculation (ωB97M-V/def2-TZVPD) on 2 unconnected molecules or ions with the total composition C2H6N2S.

Computed properties:
Charge   0
HOMO   -8.03 eV
Energy above the lowest of the compared OMol25 structures with the same formula, charge and spin   496.54 kJ/mol
HOMO-LUMO gap   8.652 eV

The geometry in XYZ format:
```
11
C2H6N2S ωB97M-V/def2-TZVPD
C -0.082 0.195 0.259
C 1.240 -0.453 0.057
N 1.279 0.574 0.833
N 1.915 1.378 1.549
S -3.462 -0.228 -0.482
H -0.531 0.915 -0.475
H -0.654 0.070 1.148
H 1.768 -0.947 -0.679
H -4.523 -1.197 -0.492
H 1.333 2.047 1.977
H -3.299 -0.246 -1.752
```

---

[6]
ORCA calculation (ωB97M-V/def2-TZVPD) on a single C2H6N2S molecule.

Computed properties:
Charge   0
Structure (SMILES)   CS/C=N/N
HOMO   -8.04 eV
Energy above the lowest of the compared OMol25 structures with the same formula, charge and spin   154.11 kJ/mol
HOMO-LUMO gap   9.094 eV

The geometry in XYZ format:
```
11
C2H6N2S ωB97M-V/def2-TZVPD
C 1.869 0.810 0.013
S 1.601 -0.969 0.009
C -0.142 -0.925 0.032
N -0.894 0.049 0.012
N -2.239 -0.157 0.084
H 2.683 1.041 -0.731
H 0.940 1.302 -0.132
H 2.207 1.064 1.009
H -0.614 -1.880 0.191
H -2.595 -0.978 -0.353
H -2.816 0.643 -0.134
```

---

[7]
ORCA calculation (ωB97M-V/def2-TZVPD) on a molecular structure, C2H6N2S.

Computed properties:
Charge   0
HOMO   -8.32 eV
Energy above the lowest of the compared OMol25 structures with the same formula, charge and spin   385.55 kJ/mol
HOMO-LUMO gap   9.251 eV

The geometry in XYZ format:
```
11
C2H6N2S ωB97M-V/def2-TZVPD
C 2.073 0.788 0.106
C -0.214 -0.862 0.046
H 3.279 0.798 -0.051
H 1.548 1.437 -0.717
H 1.804 0.882 1.099
H -0.608 -1.933 0.015
H -3.038 -1.061 0.284
H -2.912 0.576 -0.786
N -1.016 0.120 -0.155
N -2.459 0.087 0.198
S 1.543 -0.831 -0.039
```

---

[8]
ORCA calculation (ωB97M-V/def2-TZVPD) on a single C2H6N2S2 molecule.

Computed properties:
Charge   0
Structure (SMILES)   CNNC(=S)S
HOMO   -8.75 eV
Energy above the lowest of the compared OMol25 structures with the same formula, charge and spin   153.81 kJ/mol
HOMO-LUMO gap   9.210 eV

The geometry in XYZ format:
```
12
C2H6N2S2 ωB97M-V/def2-TZVPD
C -1.692 -0.207 0.474
N -1.009 -0.121 -0.733
N 0.238 0.512 -0.783
C 1.374 -0.074 -0.255
S 1.439 -1.634 0.050
S 2.596 1.113 0.224
H -1.450 0.781 0.923
H -2.815 -0.143 0.409
H -1.429 -1.029 1.233
H -0.921 -0.959 -1.241
H 0.057 1.549 -0.943
H 3.612 0.211 0.643
```

---

[9]
ORCA calculation (ωB97M-V/def2-TZVPD) on a single C2H6N2S2 molecule.

Computed properties:
Charge   0
Structure (SMILES)   CN(S)C(N)=S
HOMO   -8.22 eV
Energy above the lowest of the compared OMol25 structures with the same formula, charge and spin   263.69 kJ/mol
HOMO-LUMO gap   8.568 eV

The geometry in XYZ format:
```
12
C2H6N2S2 ωB97M-V/def2-TZVPD
C -0.130 1.799 -0.089
N 0.352 0.394 -0.093
S 1.866 -0.276 0.104
C -0.709 -0.595 -0.132
N -0.212 -1.939 -0.082
S -2.376 -0.200 0.167
H 0.798 2.361 0.151
H -1.036 2.192 0.709
H -0.456 2.026 -1.289
H 1.685 -0.802 1.366
H -0.697 -2.885 -0.532
H 0.915 -2.074 -0.280
```

---

[10]
ORCA calculation (ωB97M-V/def2-TZVPD) on a single C2H6N2S2 molecule.

Computed properties:
Charge   0
Structure (SMILES)   CN(S)/C=N\S
HOMO   -8.53 eV
Energy above the lowest of the compared OMol25 structures with the same formula, charge and spin   335.06 kJ/mol
HOMO-LUMO gap   9.055 eV

The geometry in XYZ format:
```
12
C2H6N2S2 ωB97M-V/def2-TZVPD
C 0.938 -0.892 -0.820
N -0.314 -0.269 -0.223
S -1.583 0.089 -1.110
C -0.519 -0.417 1.103
N -0.402 0.457 2.066
S -0.518 2.043 1.896
H 1.507 -0.451 -1.641
H 1.884 -0.960 -0.109
H 0.792 -1.910 -1.069
H -1.438 1.292 -1.806
H -0.193 -1.444 1.211
H -0.155 2.461 0.504
```

---

[11]
ORCA calculation (ωB97M-V/def2-TZVPD) on a molecular structure, C2H6N2Si.

Computed properties:
Charge   0
HOMO   -7.79 eV
Energy above the lowest of the compared OMol25 structures with the same formula, charge and spin   386.80 kJ/mol
HOMO-LUMO gap   8.283 eV

The geometry in XYZ format:
```
11
C2H6N2Si ωB97M-V/def2-TZVPD
C 1.073 -0.772 0.252
C 1.578 0.428 0.592
N 0.068 -0.165 -0.544
N 0.734 1.093 -0.329
Si -2.210 0.217 0.260
H 1.235 -1.812 0.433
H 2.324 0.837 1.239
H -0.043 -0.432 -1.518
H 0.108 1.825 0.004
H -2.181 -1.180 0.743
H -2.685 -0.038 -1.132
```

---

[12]
ORCA calculation (ωB97M-V/def2-TZVPD) on a single C2H6N2Si molecule.

Computed properties:
Charge   0
HOMO (spin up / spin down)   -4.50 / -9.39 eV
Energy above the lowest of the compared OMol25 structures with the same formula, charge and spin   94.09 kJ/mol
HOMO-LUMO gap (spin up / spin down)   5.377 / 7.109 eV
2S+1   3
⟨S²⟩   2.006

The geometry in XYZ format:
```
11
C2H6N2Si ωB97M-V/def2-TZVPD
C -1.009 1.080 0.745
C -0.919 -0.421 0.347
N -0.110 1.879 0.433
N 0.324 -0.621 -0.380
Si 1.409 0.673 -0.543
H -1.890 1.438 1.347
H -0.852 -1.100 1.148
H -1.732 -0.597 -0.303
H 0.518 -1.624 -0.412
H 1.202 1.274 -1.836
H 2.949 0.476 -0.185
```

---

no.,E (Ha),F_max (hartree/bohr)
1,-662.6623,0.030
2,-662.5939,0.113
3,-662.6835,0.049
4,-662.6039,0.037
5,-587.3149,0.056
6,-587.4453,0.058
7,-587.3572,0.092
8,-985.6249,0.073
9,-985.5831,0.090
10,-985.5559,0.095
11,-478.6380,0.038
12,-478.6194,0.066